No. 1
This record from OMol25 describes C53H60NO4SSbZn as an isolated structure. The level of theory is ωB97M-V/def2-TZVPD.

Structure (ORCA input):
```
! RIJCOSX wB97M-V def2-TZVPD def2/J DEFGRID3
* xyz 0 1
Zn 0.0692 -0.0566 -0.4687
C -4.3391 5.2243 -1.7057
C -3.2287 5.6477 -0.7342
C -3.8203 5.7742 0.6762
C -2.7195 7.0221 -1.1702
C -2.1195 4.5944 -0.7187
C -2.4331 3.2757 -0.4777
C -1.4363 2.2869 -0.4300
N -1.6241 0.9633 -0.2064
C -2.6956 0.1650 -0.0083
C -3.9742 0.5703 0.4245
C -4.9706 -0.3498 0.6236
C -4.6631 -1.7095 0.4112
C -3.4246 -2.1820 0.0244
C -2.3997 -1.2290 -0.2258
O -1.2028 -1.5787 -0.6476
C -3.1438 -3.6809 -0.0812
C -4.3931 -4.5218 0.1927
C -2.6440 -4.0558 -1.4848
C -2.1009 -4.0633 0.9784
C -6.3765 0.0303 1.0807
C -7.3907 -0.4090 0.0154
C -6.5224 1.5381 1.2862
C -6.7007 -0.6708 2.4069
C -0.0578 2.6360 -0.7004
O 0.8626 1.6847 -0.7303
C 0.2640 3.9915 -0.9310
C -0.7701 4.9181 -0.9184
C 1.7162 4.4307 -1.1369
C 2.3586 3.7116 -2.3322
C 2.5056 4.1240 0.1445
C 1.8281 5.9333 -1.4109
H -5.1054 6.0007 -1.7619
H -4.8286 4.3029 -1.3884
H -3.9403 5.0636 -2.7088
H -4.6282 6.5100 0.6876
H -3.0583 6.0899 1.3912
H -4.2248 4.8203 1.0190
H -3.5531 7.7262 -1.1957
H -2.2765 6.9907 -2.1676
H -1.9758 7.4206 -0.4779
H -3.4615 2.9808 -0.3433
H -4.1418 1.6120 0.6393
H -5.4507 -2.4283 0.5876
H -5.1872 -4.3196 -0.5292
H -4.7888 -4.3547 1.1965
H -4.1354 -5.5794 0.1119
H -3.4076 -3.8345 -2.2335
H -2.4337 -5.1282 -1.5275
H -1.7428 -3.5077 -1.7461
H -2.4715 -3.8274 1.9789
H -1.1662 -3.5275 0.8257
H -1.9042 -5.1372 0.9324
H -7.1929 0.0891 -0.9354
H -8.4062 -0.1580 0.3305
H -7.3514 -1.4853 -0.1564
H -6.3415 2.0898 0.3611
H -5.8353 1.9119 2.0481
H -7.5379 1.7661 1.6147
H -6.6965 -1.7562 2.3004
H -7.6917 -0.3741 2.7572
H -5.9714 -0.4060 3.1747
H -0.5210 5.9518 -1.0970
H 2.4009 2.6388 -2.1736
H 3.3752 4.0849 -2.4768
H 1.7947 3.9044 -3.2478
H 2.4051 3.0744 0.4159
H 2.1406 4.7368 0.9716
H 3.5683 4.3380 0.0014
H 1.2552 6.2288 -2.2920
H 2.8742 6.1850 -1.5944
H 1.4914 6.5327 -0.5627
C 8.7621 -1.5240 -1.0976
C 7.6464 -1.5096 -1.9213
C 6.4690 -0.9147 -1.4877
C 6.3857 -0.3367 -0.2240
C 7.5175 -0.3448 0.5896
C 8.6958 -0.9369 0.1585
Sb 4.6312 0.6917 0.4173
C 3.2305 -0.7954 -0.3543
C 3.6137 -2.3303 -0.3074
C 3.8136 -2.9446 -1.6276
C 2.5054 -2.7849 -2.3279
C 2.3708 -1.3051 -2.6257
C 2.7190 -0.3976 -1.7093
C 4.5537 -0.1045 2.3877
C 3.7433 0.5661 3.3019
C 3.5234 0.0464 4.5706
C 4.1181 -1.1504 4.9399
C 4.9393 -1.8203 4.0428
C 5.1573 -1.2989 2.7750
H 9.6806 -1.9870 -1.4336
H 7.6902 -1.9580 -2.9059
H 5.6110 -0.9086 -2.1530
H 7.4884 0.0991 1.5791
H 9.5642 -0.9403 0.8050
H 4.3815 -2.5284 0.4381
H 4.6433 -3.5573 -1.9390
H 2.3945 -3.3831 -3.2297
H 2.0020 -0.9904 -3.5953
H 2.6214 0.6608 -1.9188
H 3.2656 1.5003 3.0245
H 2.8876 0.5761 5.2684
H 3.9494 -1.5580 5.9284
H 5.4153 -2.7490 4.3324
H 5.8089 -1.8289 2.0893
O 0.4348 -7.6610 0.4629
C 0.7689 -6.9244 -0.6244
O 0.6270 -7.3847 -1.7210
C 1.2662 -5.5371 -0.3617
C 1.1163 -4.6424 -1.3390
C 1.4717 -3.2024 -1.2147
C 2.1780 -2.8232 0.1222
S 1.7985 -1.1491 0.7793
C 2.1887 -3.8750 1.1756
C 1.7987 -5.1258 0.9401
H 0.4816 -7.1236 1.2617
H 0.6584 -4.9645 -2.2673
H 0.5510 -2.6314 -1.3443
H 2.6072 -3.5912 2.1347
H 1.9227 -5.8585 1.7304
*
```

Calculated values
**Frontier orbital gap (alpha / beta)**: 6.019 / 5.862 eV
**Calculated total energy**: -4829.034448 a.u.
**E_LUMO (alpha / beta)**: -0.602 / -1.266 eV

No. 2
This record from OMol25 describes a 8-piece molecular cluster, C31H64NO15S7 overall in a non-equilibrium geometry. The level of theory is ωB97M-V/def2-TZVPD.

Structure (ORCA input):
```
! RIJCOSX wB97M-V def2-TZVPD def2/J DEFGRID3
* xyz 1 1
C 0.7912 1.3481 0.3784
C 0.6622 -0.1599 0.4994
O 1.4322 -0.9429 -0.0656
N -0.5368 -0.6459 1.1554
H -1.5158 -0.1749 1.2364
H -0.8618 -1.4519 0.7554
C -0.2378 -1.3129 2.4924
H 1.8682 1.5021 0.0274
H 0.8852 1.6851 1.4444
H 0.1222 1.8761 -0.3376
H 0.4592 -2.0519 2.3284
H -1.1558 -1.8029 2.8224
H -0.0698 -0.4719 3.0844
C -3.2928 4.9401 -0.6506
C -1.9248 5.0831 0.1934
C -2.0378 4.4621 1.4854
S -2.8978 2.9611 1.0604
O -3.9748 2.7861 2.0664
O -1.9678 1.9281 0.9024
C -3.6538 3.4811 -0.5326
H -3.0968 5.3821 -1.7316
H -3.8008 5.7521 -0.1506
H -1.5678 6.2591 0.2034
H -1.1078 4.6381 -0.4026
H -2.2768 4.9761 2.3144
H -1.0518 4.0901 1.8304
H -4.5428 3.3011 -0.2116
H -3.0878 2.6951 -1.3296
C 5.7992 3.2161 0.6304
C 7.2182 3.3731 0.0594
C 7.0422 4.0331 -1.1656
S 5.6092 3.3651 -1.9956
O 5.8352 2.3531 -3.0196
O 4.7222 4.4181 -2.2936
C 5.0392 2.5301 -0.5416
H 5.1822 4.1991 0.7684
H 5.7412 2.4911 1.4894
H 7.8042 2.4611 -0.1026
H 7.8272 4.0211 0.5704
H 7.8972 4.1911 -1.7466
H 6.8162 4.8831 -0.6356
H 5.3322 1.4051 -0.3576
H 3.8842 2.5831 -0.8146
C -5.1588 -0.3449 -1.0266
C -6.2698 0.2471 -0.1576
C -5.9368 0.0681 1.2564
S -4.5148 -1.0339 1.3494
O -4.8298 -2.1549 2.2534
O -3.3588 -0.2939 1.3864
C -4.7318 -1.7119 -0.3136
H -4.4498 0.5761 -1.0316
H -5.5018 -0.5179 -2.0146
H -7.2628 -0.0619 -0.1236
H -6.3548 1.2111 -0.1516
H -6.8678 -0.2769 1.5894
H -5.5218 0.8471 1.7404
H -5.2298 -2.7499 -0.2706
H -3.5488 -1.8949 -0.5296
C -1.9788 -1.5599 -5.0016
C -0.4898 -1.9159 -4.6446
C -0.1058 -1.0329 -3.6446
S -1.4758 -0.6829 -2.5486
O -1.6428 0.7311 -2.3636
O -1.5088 -1.6049 -1.4256
C -2.6498 -1.1329 -3.6786
H -2.5478 -2.3539 -5.4896
H -1.8588 -0.5699 -5.5266
H 0.1452 -1.5679 -5.6376
H -0.2928 -2.8439 -4.5946
H -0.0638 -0.0569 -3.8986
H 0.5912 -1.4999 -2.9286
H -3.5718 -0.3979 -3.5976
H -3.2008 -2.0599 -3.2616
C 3.3782 -4.0799 6.4664
C 4.1432 -2.9299 5.8704
C 3.6932 -2.5709 4.5324
S 3.1472 -4.1229 3.9494
O 4.1182 -4.6349 2.9544
O 1.8152 -4.0169 3.4594
C 3.0232 -5.1459 5.4324
H 2.3412 -3.5789 6.7684
H 3.9392 -4.3839 7.3624
H 5.0302 -3.3219 5.9114
H 4.0322 -2.1089 6.5274
H 4.5642 -2.2629 3.8364
H 2.8952 -1.9189 4.3624
H 3.9192 -5.9129 5.2694
H 2.0122 -5.7059 5.4204
C -1.3558 -5.3379 3.4154
C -0.9968 -6.4089 2.4034
C -1.0758 -5.7849 1.1504
S -2.3358 -4.4939 1.2944
O -3.5408 -4.7709 0.5364
O -1.6948 -3.1929 1.2524
C -2.7528 -4.8329 2.9864
H -0.5718 -4.7269 3.3884
H -1.3308 -5.7759 4.5034
H -1.7568 -7.2379 2.5284
H 0.0092 -6.9519 2.4074
H -1.4458 -6.6199 0.3814
H -0.2598 -5.3209 0.4994
H -3.2848 -5.5689 3.1314
H -3.4168 -4.2279 3.6204
C 0.5222 2.9471 -5.3256
C 1.8092 3.6721 -5.7966
C 2.6402 3.8801 -4.6136
S 1.6322 4.1531 -3.2226
O 1.5462 5.5571 -2.8516
O 2.0522 3.1801 -2.3096
C 0.0682 3.6101 -4.0036
H 0.6662 1.9181 -5.0036
H -0.1338 3.1571 -6.1596
H 1.6442 4.6321 -6.4026
H 2.4672 3.1571 -6.5106
H 3.4402 4.7011 -4.8146
H 3.2492 2.9401 -4.5806
H -0.5418 4.4901 -4.1316
H -0.4288 2.9381 -3.3266
*
```

Calculated values
**Frontier orbital gap**: 9.891 eV
**Calculated total energy**: -5189.436177 a.u.
**E_LUMO**: -1.908 eV

No. 3
This record from OMol25 describes one molecule with the formula C5H11N in a non-equilibrium geometry. The level of theory is ωB97M-V/def2-TZVPD.

Structure (ORCA input):
```
! RIJCOSX wB97M-V def2-TZVPD def2/J DEFGRID3
* xyz 0 1
C 1.2045 -1.0972 -1.0232
C 0.6135 0.1597 -1.6249
N -0.2111 0.8863 -0.5169
C 0.5090 1.1422 0.7101
C -0.5806 0.1349 0.7121
C -1.9629 0.0793 1.3423
H 1.5705 -0.7072 -0.0313
H 0.4290 -1.8711 -0.9334
H 2.1204 -1.5324 -1.4156
H 1.4367 0.8006 -1.9938
H -0.0961 0.0364 -2.4494
H 1.4830 0.5972 0.7583
H 0.5719 2.1460 1.1316
H -0.1326 -0.8526 0.7884
H -1.8809 -0.0620 2.4308
H -2.4847 -0.8113 0.9639
H -2.5898 0.9511 1.1509
*
```

Calculated values
**Frontier orbital gap**: 10.290 eV
**Calculated total energy**: -251.783541 a.u.
**SMILES**: CCN1C[C@H]1C
**E_LUMO**: 1.138 eV

No. 4
This record from OMol25 describes C9H12Cl2InLaN2O4 as an isolated structure in a non-equilibrium geometry. The level of theory is ωB97M-V/def2-TZVPD.

Structure (ORCA input):
```
! RIJCOSX wB97M-V def2-TZVPD def2/J DEFGRID3
* xyz 4 1
La 1.8970 -3.7665 -3.2288
In -0.2146 -2.4073 1.1033
Cl 0.2201 -2.0342 -4.0090
Cl 2.2851 -2.6031 -0.6622
C 1.9856 -2.1646 2.4021
C -0.1749 -4.6782 -2.3910
C 2.0312 -5.4897 -1.4337
O 3.0876 -1.8950 2.5300
O -1.0957 -5.0733 -1.8072
O 1.9344 -6.1056 -0.4583
C -2.1143 0.0684 1.7748
N -1.2742 1.0916 1.1546
C -1.7938 2.4387 1.1642
C -0.6650 3.4074 0.9423
C 0.0208 3.1026 -0.3629
N 0.3483 1.6993 -0.4147
C 1.3474 1.2494 -1.3578
C -0.2646 0.7509 0.3220
O 0.1830 -0.4376 0.1640
H -2.5013 -0.6599 1.0407
H -2.9748 0.5739 2.2295
H -1.5839 -0.4480 2.5928
H -2.5542 2.5549 0.3728
H -2.2738 2.5974 2.1333
H 0.0563 3.3367 1.7632
H -1.0580 4.4258 0.9270
H 0.9514 3.6690 -0.4686
H -0.6382 3.3730 -1.2053
H 0.9359 0.5269 -2.0769
H 1.7098 2.1293 -1.9006
H 2.1873 0.7674 -0.8396
*
```

Calculated values
**Frontier orbital gap (alpha / beta)**: 5.677 / 6.511 eV
**Calculated total energy**: -1901.107410 a.u.
**E_LUMO (alpha / beta)**: -17.446 / -16.613 eV

No. 5
This record from OMol25 describes a 2-piece molecular cluster, C7H6F13NO5S2 overall. The level of theory is ωB97M-V/def2-TZVPD.

Structure (ORCA input):
```
! RIJCOSX wB97M-V def2-TZVPD def2/J DEFGRID3
* xyz 0 1
O 3.5224 -2.8781 1.1810
S 2.3771 -3.3879 0.5457
O 2.2816 -4.6645 -0.0290
F 1.1927 -3.2284 1.5402
N 1.8650 -2.1649 -0.5576
C 0.7074 -2.5091 -1.4149
F -0.0406 -3.3715 -0.7276
F 1.0953 -3.1011 -2.5365
C -0.2630 -1.3192 -1.7948
F 0.1150 -0.7920 -2.9534
F -1.4738 -1.8613 -1.9665
C -0.4331 -0.1300 -0.8004
F -1.3583 0.6617 -1.3520
F 0.7174 0.5469 -0.7210
C -0.9010 -0.4503 0.6528
F -1.4806 0.6240 1.1737
F 0.1416 -0.7740 1.4076
F -1.7621 -1.4560 0.6641
S 3.2157 -1.4465 -1.3684
O 4.2822 -2.3757 -1.4009
O 2.6899 -0.8238 -2.5264
C 3.6551 -0.0490 -0.1632
F 2.9599 -0.1003 0.9707
F 4.9619 -0.1582 0.0917
F 3.4018 1.1083 -0.7879
C -3.3773 4.1825 0.6100
C -3.7036 3.9028 2.0651
O -3.8827 2.5148 2.3229
H -4.1644 3.7938 -0.0367
H -3.2749 5.2537 0.4313
H -2.4381 3.7016 0.3250
H -4.6451 4.3743 2.3442
H -2.9212 4.3115 2.7143
H -3.0620 2.0659 2.0970
*
```

Calculated values
**Frontier orbital gap**: 10.887 eV
**Calculated total energy**: -2795.878590 a.u.
**SMILES**: O=S(=O)(F)N(C(F)(F)C(F)(F)C(F)(F)C(F)(F)F)S(=O)(=O)C(F)(F)F.CCO
**E_LUMO**: 0.496 eV

No. 6
This record from OMol25 describes a 11-piece molecular cluster, C39H106N6O21S5 overall in a non-equilibrium geometry. The level of theory is ωB97M-V/def2-TZVPD.

Structure (ORCA input):
```
! RIJCOSX wB97M-V def2-TZVPD def2/J DEFGRID3
* xyz 0 1
C 0.4011 -5.6389 -2.9192
C 1.8600 -5.4410 -2.5561
O 2.0991 -6.1342 -1.3462
S 3.5595 -6.5548 -0.9510
C 4.3181 -5.0381 -0.5765
O 3.4171 -7.3606 0.1875
O 4.2145 -7.0893 -2.0876
H 0.0132 -6.6082 -2.5849
H 0.2884 -5.6473 -4.0038
H -0.3063 -4.9011 -2.5310
H 2.3446 -5.8983 -3.4150
H 2.0373 -4.3865 -2.5150
H 4.2524 -4.3486 -1.4051
H 5.3612 -5.2345 -0.3326
H 3.7588 -4.5065 0.1883
C -1.1542 0.2418 5.0526
C -1.5507 1.6108 5.5477
O -2.9539 1.7847 5.3331
S -3.7337 2.9893 6.0432
C -3.3867 4.3515 5.0393
O -5.1370 2.6942 5.9984
O -3.1099 3.1738 7.2734
H -0.0728 0.2211 5.0771
H -1.4752 0.0760 4.0198
H -1.5520 -0.5693 5.6389
H -1.3556 1.6697 6.6240
H -0.9161 2.3275 4.9923
H -3.9661 5.1153 5.5573
H -3.6884 4.2084 4.0058
H -2.3350 4.6016 5.1104
C -3.7561 -1.7963 -3.3512
C -4.4954 -0.5436 -3.0333
O -4.2385 0.3422 -4.0798
S -3.5792 1.7599 -3.7876
C -4.7750 2.6852 -3.0895
O -2.5597 1.5501 -2.8501
O -3.2062 2.3748 -4.9977
H -4.0874 -2.5162 -2.6049
H -2.6786 -1.8695 -3.3771
H -4.0529 -2.2739 -4.2870
H -5.5277 -0.8812 -2.9087
H -4.1298 -0.2145 -2.0733
H -5.0594 2.2347 -2.1446
H -5.5843 2.7633 -3.8157
H -4.2713 3.6330 -2.9592
C -1.1905 -1.6540 -6.3959
C -0.1594 -0.8098 -5.7629
O 0.0124 0.4089 -6.4779
S 1.0132 1.5453 -6.0624
C 0.0692 2.5458 -4.9737
O 2.0585 0.8608 -5.3640
O 1.3065 2.2397 -7.2855
H -1.0176 -1.9102 -7.4314
H -2.1958 -1.2487 -6.3499
H -1.2577 -2.6669 -6.0022
H -0.5139 -0.5914 -4.7364
H 0.7869 -1.3544 -5.7191
H 0.1010 2.0931 -3.9933
H -0.9193 2.7176 -5.4185
H 0.6892 3.4552 -4.9047
C -1.0809 0.9707 0.2357
C -1.5624 -0.4247 -0.0564
O -0.5013 -1.3468 0.0384
S 0.1129 -2.0665 -1.1741
C 0.8059 -0.8645 -2.1450
O 1.1057 -2.9632 -0.6233
O -0.9419 -2.6775 -1.8962
H -0.7387 1.0328 1.2812
H -1.9417 1.6320 0.0858
H -0.2257 1.3006 -0.3769
H -2.3166 -0.6778 0.7039
H -2.0174 -0.3933 -1.0484
H 1.3412 -1.4643 -2.8960
H 1.4488 -0.1867 -1.6084
H 0.0173 -0.2478 -2.5863
C 5.5361 -5.8125 2.8389
O 4.5431 -4.8403 2.7828
C 5.0829 -3.5418 3.0015
C 3.9123 -2.5493 3.1868
C 2.9543 -2.5780 1.9995
N 4.4825 -1.2147 3.4900
H 6.3432 -5.4692 2.1875
H 5.2336 -6.7963 2.4763
H 5.9272 -5.9278 3.8655
H 5.6656 -3.4284 3.9363
H 5.7028 -3.2508 2.1438
H 3.4298 -2.8676 4.1126
H 2.6784 -3.6307 1.8815
H 3.6082 -2.3184 1.1634
H 2.1059 -1.8872 2.0802
H 4.7348 -0.7811 2.5925
H 3.7682 -0.6253 3.9022
C 6.8993 -1.3429 0.4783
O 5.7858 -0.5085 0.6765
C 5.0235 -0.3768 -0.5405
C 5.7706 0.4595 -1.5851
C 6.1888 1.8228 -1.0681
N 4.8249 0.6644 -2.7114
H 6.6846 -2.1383 -0.2455
H 7.1224 -1.7778 1.4643
H 7.7871 -0.8042 0.1078
H 4.7558 -1.3899 -0.9332
H 4.0975 0.1799 -0.3237
H 6.6599 -0.1174 -1.9004
H 6.9238 1.7330 -0.2817
H 5.2699 2.2930 -0.6696
H 6.5922 2.5293 -1.8070
H 4.5623 -0.2167 -3.1471
H 5.2487 1.1973 -3.4758
C 3.3928 4.8982 -5.5288
O 2.7656 4.9158 -4.2529
C 3.0114 3.7415 -3.4857
C 2.3816 3.8942 -2.1283
C 3.1670 4.9032 -1.2784
N 2.1968 2.5212 -1.4952
H 4.4850 4.7443 -5.3851
H 3.2047 5.8453 -6.0390
H 3.0067 4.0690 -6.1423
H 2.7343 2.8125 -4.0027
H 4.1152 3.6568 -3.3287
H 1.3886 4.3468 -2.2202
H 2.5109 5.4578 -0.6121
H 3.4860 5.5739 -2.0746
H 4.0395 4.4783 -0.7977
H 3.0317 1.9847 -1.7357
H 2.1487 2.6769 -0.4927
C -1.0222 -3.0358 2.7102
O -1.6489 -3.5106 3.8953
C -2.7056 -4.4020 3.6623
C -3.3454 -4.7309 5.0227
C -2.3737 -5.5356 5.8824
N -4.6924 -5.3229 4.9606
H -1.7518 -2.4503 2.1256
H -0.6695 -3.8744 2.0898
H -0.1470 -2.4403 2.9861
H -3.4388 -4.0012 2.9228
H -2.3054 -5.3685 3.2565
H -3.4076 -3.7424 5.5087
H -1.8701 -6.3713 5.3786
H -2.8555 -5.9233 6.7677
H -1.6208 -4.7932 6.1654
H -5.3918 -4.6089 4.8158
H -4.7570 -6.0133 4.2279
C -6.7786 -1.3664 0.4223
O -5.6165 -0.5294 0.5571
C -6.0705 0.8000 0.7064
C -4.9057 1.7602 0.8372
C -4.1087 1.4856 2.1221
N -5.2430 3.1988 0.8212
H -7.4147 -1.1028 -0.4303
H -7.3733 -1.3022 1.3462
H -6.4155 -2.3950 0.3488
H -6.7281 0.9593 -0.1540
H -6.7591 0.8146 1.5564
H -4.2159 1.5701 -0.0078
H -3.7330 0.4660 2.1248
H -4.6750 1.6549 3.0458
H -3.2393 2.1496 2.1879
H -5.6545 3.4560 1.7205
H -5.8536 3.3814 0.0389
C -0.7161 6.7273 3.6347
O -0.7687 5.5576 2.8776
C -1.6458 5.7233 1.7490
C -1.4951 4.6163 0.7414
C -0.1031 4.4967 0.1427
N -2.5056 4.7828 -0.3144
H -0.1523 6.5172 4.5552
H -1.7322 7.0781 3.8880
H -0.2448 7.5098 3.0322
H -2.7120 5.9258 2.0328
H -1.3401 6.6663 1.2391
H -1.7136 3.6418 1.2069
H 0.0900 3.5987 -0.4455
H 0.6440 4.5194 0.9235
H 0.1416 5.3818 -0.4611
H -2.0810 4.6166 -1.2180
H -3.3676 4.3470 -0.0473
*
```

Calculated values
**Frontier orbital gap**: 9.172 eV
**Calculated total energy**: -5448.834234 a.u.
**SMILES**: CCOS(C)(=O)=O.CCOS(C)(=O)=O.CCOS(C)(=O)=O.CCOS(C)(=O)=O.CCOS(C)(=O)=O.COC[C@H](C)N.COC[C@H](C)N.COC[C@H](C)N.COC[C@H](C)N.COC[C@H](C)N.COC[C@H](C)N
**E_LUMO**: -0.022 eV

Question: Among the records above, which one has the lowest calculated total energy?
Answer: C39H106N6O21S5

Question: The highest calculated total energy belongs to which entry?
Answer: C5H11N

Question: What is the formula in the second record?
Answer: C31H64NO15S7